Below is a molecular structure, C52H68NO6S2Si at a distorted geometry, with properties calculated with ωB97M-V with the def2-TZVPD basis set.

Output
Kohn-Sham gap   8.5 eV
Energy above the lowest of the compared OMol25 structures with the same formula, charge and spin   3.339 eV
Charge   -1

```
130
Properties=species:S:1:pos:R:3:lowdin_charge:R:1
C 5.9581 -0.1133 2.2961 0.015
C 4.6102 -0.9229 2.3575 -0.491
O 3.9955 -1.1130 1.3422 0.094
O 4.2435 -1.3672 3.6153 -0.045
C 3.2378 -2.4039 3.5607 -0.172
C 1.7986 -1.7934 3.3926 -0.172
C 1.2293 -1.1185 4.6969 -0.202
C 1.7863 0.3485 4.9450 -0.208
S 0.7101 1.6144 4.1300 0.572
O 1.1248 3.0094 4.4353 -0.385
O -0.6751 1.3226 4.5826 -0.394
N 0.7473 1.2476 2.5014 -0.312
S 1.7390 2.2669 1.6306 0.556
O 3.0443 2.5107 2.2801 -0.387
O 2.0084 1.5787 0.3408 -0.396
C 0.9773 3.8737 1.1888 -0.244
C -0.4883 4.1100 1.7079 -0.222
C -1.5259 2.9962 1.3305 -0.218
C -1.3931 2.3959 -0.1127 -0.182
C -1.7921 0.8299 0.0193 -0.207
C -2.0625 0.1266 -1.3875 -0.203
C -0.7897 -0.7478 -1.7385 -0.265
C -0.6022 -1.0498 -3.2808 -0.263
Si 1.2024 -1.0383 -3.8898 0.581
C 1.1404 -1.7033 -5.7024 -0.209
C 1.8849 0.7589 -4.0521 -0.178
C 2.3836 -2.1372 -2.8815 -0.229
C 2.1206 -2.6974 -1.5617 -0.063
C 3.1110 -3.5076 -0.8279 -0.067
C 4.4032 -3.7927 -1.4639 -0.082
C 4.6985 -3.2510 -2.7965 -0.096
C 3.6946 -2.4539 -3.4857 -0.099
H 5.9771 0.5819 3.1831 0.088
H 6.8332 -0.8078 2.3110 0.079
H 5.9329 0.4994 1.3557 0.094
H 3.3472 -3.0134 4.4963 0.127
H 3.4189 -3.1021 2.6998 0.113
H 1.1173 -2.6710 3.1676 0.117
H 1.7327 -1.1266 2.4949 0.102
H 1.4291 -1.7549 5.5990 0.110
H 0.1080 -1.0993 4.5786 0.076
H 1.8091 0.6263 6.0271 0.101
H 2.7889 0.4794 4.4512 0.094
H 1.0230 4.0591 0.0837 0.098
H 1.6221 4.6734 1.6558 0.104
H -0.8217 5.1127 1.3134 0.109
H -0.4710 4.2154 2.8313 0.100
H -1.5519 2.1948 2.1202 0.084
H -2.5517 3.4771 1.3877 0.103
H -0.3618 2.3921 -0.5463 0.090
H -2.0920 2.8224 -0.8790 0.090
H -2.6237 0.7145 0.7677 0.101
H -0.8879 0.3502 0.4990 0.091
H -2.3383 0.8725 -2.1763 0.091
H -2.9034 -0.6110 -1.2190 0.102
H -0.9510 -1.7429 -1.2238 0.096
H 0.1441 -0.3281 -1.2600 0.102
H -1.1136 -1.9978 -3.6242 0.080
H -1.1253 -0.2149 -3.8425 0.066
H 0.5521 -0.9740 -6.3347 0.032
H 0.5615 -2.6648 -5.6884 0.028
H 2.1560 -1.8038 -6.1616 0.021
H 2.8674 0.7895 -3.5001 0.037
H 2.0276 1.0148 -5.1416 0.029
H 1.1630 1.4975 -3.5976 0.034
H 1.1461 -2.5261 -1.0564 0.080
H 2.9139 -3.9052 0.1963 0.090
H 5.1500 -4.4243 -0.9307 0.091
H 5.6620 -3.4482 -3.3290 0.087
H 3.9591 -2.0728 -4.5003 0.088
C -6.3792 4.8256 -1.1711 -0.098
C -5.4945 3.9136 -0.6088 -0.085
C -5.2239 2.7140 -1.2570 -0.082
C -5.8323 2.4329 -2.4745 -0.104
C -6.7146 3.3474 -3.0394 -0.108
C -6.9914 4.5414 -2.3858 -0.104
H -6.5916 5.7589 -0.6625 0.099
H -5.0149 4.1371 0.3373 0.099
H -4.5350 2.0026 -0.8150 0.093
H -5.6179 1.4999 -2.9838 0.099
H -7.1871 3.1280 -3.9905 0.099
H -7.6834 5.2518 -2.8236 0.096
C -3.8265 -3.5256 2.1704 -0.104
C -2.8195 -2.5779 2.0332 -0.087
C -2.3413 -1.9008 3.1493 -0.080
C -2.8647 -2.1792 4.4058 -0.086
C -3.8695 -3.1302 4.5447 -0.104
C -4.3535 -3.8005 3.4269 -0.111
H -4.2009 -4.0501 1.2984 0.096
H -2.4052 -2.3640 1.0538 0.090
H -1.5597 -1.1558 3.0398 0.092
H -2.4888 -1.6543 5.2767 0.103
H -4.2767 -3.3484 5.5257 0.095
H -5.1410 -4.5378 3.5351 0.093
C -2.0744 6.1505 7.8328 -0.115
C -1.1279 5.7144 6.9121 -0.094
C -0.9724 4.3555 6.6625 -0.071
C -1.7718 3.4332 7.3268 -0.081
C -2.7208 3.8690 8.2448 -0.106
C -2.8695 5.2273 8.5013 -0.119
H -2.1926 7.2106 8.0293 0.091
H -0.5094 6.4347 6.3885 0.098
H -0.2284 4.0167 5.9487 0.074
H -1.6538 2.3743 7.1271 0.097
H -3.3454 3.1485 8.7617 0.093
H -3.6062 5.5664 9.2212 0.091
C -4.1497 2.7589 -8.1958 -0.104
C -4.3268 3.3246 -6.9388 -0.096
C -4.0693 2.5761 -5.7968 -0.091
C -3.6250 1.2640 -5.9120 -0.090
C -3.4444 0.6995 -7.1688 -0.096
C -3.7107 1.4452 -8.3109 -0.103
H -4.3539 3.3420 -9.0866 0.097
H -4.6668 4.3501 -6.8490 0.100
H -4.2137 3.0150 -4.8164 0.090
H -3.4193 0.6815 -5.0208 0.092
H -3.0962 -0.3233 -7.2581 0.100
H -3.5748 1.0029 -9.2911 0.097
C 8.4203 -6.9275 -3.4482 -0.102
C 8.0567 -7.7487 -2.3883 -0.103
C 6.7175 -7.8871 -2.0433 -0.099
C 5.7408 -7.2112 -2.7650 -0.097
C 6.1042 -6.3929 -3.8273 -0.107
C 7.4438 -6.2473 -4.1666 -0.098
H 9.4651 -6.8169 -3.7150 0.097
H 8.8181 -8.2811 -1.8295 0.097
H 6.4345 -8.5225 -1.2121 0.099
H 4.6961 -7.3223 -2.4992 0.104
H 5.3421 -5.8671 -4.3905 0.099
H 7.7272 -5.6043 -4.9918 0.100
```



Below is C3H4N2OS in the gas phase at a distorted geometry, with properties calculated with ωB97M-V with the def2-TZVPD basis set.

Output
Kohn-Sham gap   9.3 eV
Energy above the lowest of the compared OMol25 structures with the same formula, charge and spin   2.510 eV
SMILES string   [H]/N=c1\o[nH]cc1S

```
11
Properties=species:S:1:pos:R:3:nbo_charge:R:1
C -0.6774 -0.3922 -0.0480 -0.307
C 0.1230 -1.4318 -0.0611 -0.049
C 0.1633 0.8097 -0.0124 0.514
H -2.3307 1.0345 -0.1758 0.183
H -0.1098 -2.4878 -0.0590 0.228
H 2.0162 -1.3471 0.6446 0.358
H 0.5108 2.6994 -0.0131 0.363
N 1.5181 -0.9807 -0.1645 -0.272
N -0.2644 2.0114 -0.0547 -0.729
O 1.4550 0.3953 -0.0299 -0.336
S -2.4042 -0.3107 -0.0260 0.047
```



Below is C7H6 in the gas phase at a distorted geometry, with properties calculated with ωB97M-V with the def2-TZVPD basis set.

Output
Kohn-Sham gap (alpha / beta)   7.6 / 7.6 eV
Energy above the lowest of the compared OMol25 structures with the same formula, charge and spin   5.746 eV

```
13
Properties=species:S:1:pos:R:3:nbo_charge:R:1
C 1.2076 1.0123 -0.1996 -0.129
C -0.1410 0.9096 -0.1739 -0.128
C 1.6735 -0.3491 0.0342 -0.501
C -2.1824 0.2514 0.0160 -0.443
C 0.3313 -1.1448 -0.0422 -0.079
C -1.1982 0.7388 -1.1175 -0.024
C -0.7742 -0.3179 0.1687 -0.082
H 1.8397 1.8419 -0.0266 0.221
H 2.4043 -0.8522 -0.4700 0.251
H 1.9469 -0.3928 1.0176 0.272
H -2.5589 1.0604 0.6692 0.233
H -2.8720 -0.5316 0.0439 0.212
H 0.3235 -2.2260 0.0801 0.199
```



Below is 2 unconnected molecules or ions with the total composition C5H11NO2 at a distorted geometry, with properties calculated with ωB97M-V with the def2-TZVPD basis set.

Output
Kohn-Sham gap   10.1 eV
Energy above the lowest of the compared OMol25 structures with the same formula, charge and spin   0.869 eV
SMILES string   O=CN1CCCC1.O

```
19
Properties=species:S:1:pos:R:3:nbo_charge:R:1
C -0.0938 -0.0341 -1.7024 -0.218
N -0.3465 -0.2833 -0.2837 -0.428
C -1.3103 -1.1526 0.1008 0.546
O -1.5033 -1.4845 1.2479 -0.619
C 0.1607 0.8054 0.5406 -0.221
C 0.9142 1.7018 -0.4400 -0.408
C 0.2556 1.4397 -1.8048 -0.420
H -0.8824 -0.4716 -2.3189 0.210
H 0.8123 -0.5880 -2.0040 0.185
H -1.7619 -1.6074 -0.8013 0.098
H 0.8250 0.4969 1.3351 0.216
H -0.6710 1.2929 1.0545 0.200
H 1.9655 1.4469 -0.4272 0.207
H 0.8037 2.7510 -0.1876 0.220
H -0.5574 2.1372 -2.0344 0.210
H 0.9589 1.7118 -2.5841 0.219
H 0.7592 -3.2353 3.3312 0.468
H -0.6273 -2.4794 3.3682 0.489
O 0.2987 -2.4475 3.6101 -0.956
```



Below is a molecular structure, C21H30NO2P2Sr at a distorted geometry, with properties calculated with ωB97M-V with the def2-TZVPD basis set.

Output
Kohn-Sham gap (alpha / beta)   6.1 / 5.9 eV
Energy above the lowest of the compared OMol25 structures with the same formula, charge and spin   3.429 eV
Charge   +1

```
57
Properties=species:S:1:pos:R:3:lowdin_charge:R:1
Sr -0.5979 -0.0319 0.3239 0.969
P -1.2460 0.1341 -2.4926 0.705
C -0.2467 -1.2770 -2.6912 -0.239
C 1.1292 -1.2432 -2.2304 -0.337
N 1.4125 -0.6918 -0.9915 -0.024
C 2.6609 -0.6047 -0.5103 -0.323
C 3.7594 -0.9871 -1.2868 -0.018
C 3.5215 -1.6098 -2.5078 -0.030
C 2.2115 -1.7805 -2.9543 -0.002
C 2.9464 -0.0636 0.8790 -0.322
P 1.7673 -0.2428 2.2905 0.822
H 2.0002 -2.2400 -3.9128 0.119
H 4.7676 -0.9200 -0.8670 0.124
H 4.3688 -1.9907 -3.0840 0.122
H 3.8600 -0.5786 1.2043 0.085
H 3.1667 1.0148 0.8028 0.092
H -1.7554 -4.7410 0.5858 -0.012
H -0.3256 -1.5079 -3.7385 0.077
H 0.2896 -3.0737 3.8243 -0.017
O -2.2391 -4.7231 -0.2052 -0.061
H -2.7866 -5.5204 -0.2548 0.044
H -1.1809 -1.6778 -0.2041 -0.172
O -0.2373 -2.8532 4.5636 -0.036
H -0.5915 -3.6412 4.9678 0.043
C 2.5479 -1.7104 3.0920 -0.294
H 3.6341 -1.6010 3.2437 0.058
H 2.0542 -1.8962 4.0565 0.036
H 2.3473 -2.5791 2.4508 0.047
C 2.5338 0.9700 3.4590 -0.279
H 1.8724 1.0861 4.3298 0.049
H 3.5163 0.6387 3.8332 0.055
H 2.6473 1.9542 2.9874 0.038
C -0.8444 1.6259 -3.4534 -0.250
H -1.1681 1.4973 -4.4956 0.045
H -1.3491 2.4938 -3.0012 0.045
H 0.2407 1.8014 -3.4396 0.048
C -2.8707 -0.4574 -3.0313 -0.259
H -3.6796 0.2023 -2.6799 0.048
H -2.8317 -0.4969 -4.1277 0.049
H -2.9693 -1.4644 -2.5995 0.049
C -4.7265 4.0817 0.7440 -0.052
C -4.6271 2.6734 0.6051 -0.059
C -3.3843 2.0695 0.4524 -0.040
C -2.1995 2.8845 0.4215 -0.194
C -0.9069 2.4140 0.2191 -0.171
C 0.2625 3.1034 0.2440 -0.109
C 0.1478 4.5032 0.5207 -0.057
C -1.1010 5.0794 0.6650 -0.018
C -2.3045 4.3220 0.6003 -0.156
C -3.5880 4.8848 0.7633 -0.016
H -5.7070 4.5439 0.8617 0.112
H -5.5270 2.0573 0.6428 0.114
H -3.3003 0.9732 0.3451 0.093
H 1.2371 2.6364 0.0389 0.102
H 1.0591 5.0971 0.5879 0.112
H -1.2041 6.1474 0.8661 0.122
H -3.6448 5.9656 0.9131 0.122
```